44
Properties=species:S:1:pos:R:3:forces:R:3:lowdin_charge:R:1 method="wB97M-V/def2-TZVPD" total_energy_ha=-1432.06896 de_lowest_kcal_mol=15.3 orbital_gap_ev=8.5
O -0.073 -3.249 -0.173 -0.18 -1.53 -0.21 0.095
C -0.199 -2.060 -0.093 0.13 -0.35 -0.50 -0.538
C -0.877 -1.313 -1.209 -0.29 0.05 0.78 -0.131
C 0.139 -0.340 -1.775 -0.47 -1.02 -0.06 -0.514
C -0.433 0.159 -3.071 0.10 1.61 -1.06 -0.238
C -1.491 1.114 -3.096 1.14 -0.74 -1.86 -0.037
C -1.950 1.639 -4.320 1.02 -0.33 0.66 -0.070
C -1.290 1.248 -5.484 -0.90 0.23 -1.05 -0.105
C -0.294 0.277 -5.512 -0.40 -0.04 0.74 -0.081
C 0.131 -0.267 -4.300 -0.31 0.53 0.32 -0.030
S 0.486 0.931 -0.498 0.28 0.09 0.24 1.060
C 0.648 -0.122 0.947 -1.17 -2.56 1.05 -0.461
N 1.046 0.488 2.174 -0.72 -1.02 -2.72 -0.016
C 1.735 -0.274 3.144 0.65 -0.76 0.92 -0.237
C 1.448 -0.130 4.492 0.67 -0.78 1.39 -0.012
C 2.157 -0.854 5.494 0.08 0.07 -0.71 -0.062
C 3.180 -1.759 5.143 -1.07 0.61 -0.18 -0.093
C 3.471 -1.911 3.795 -0.59 1.49 -0.60 -0.075
C 2.767 -1.162 2.827 0.49 -0.54 -0.47 -0.015
C 0.776 1.859 2.364 0.21 1.00 0.21 -0.291
C -0.502 2.421 2.234 0.15 0.28 0.49 -0.033
C -0.733 3.766 2.563 0.91 -0.55 -0.49 -0.058
C 0.336 4.555 3.002 -0.46 -0.27 -0.12 -0.093
C 1.595 4.013 3.093 1.05 -0.61 -0.46 -0.076
C 1.831 2.679 2.725 0.01 0.69 1.03 -0.007
N 0.363 -1.429 0.979 1.09 4.10 0.69 0.158
H -1.758 -0.775 -0.882 -0.20 0.31 0.30 0.123
H -1.243 -2.033 -1.932 0.36 -0.14 -0.23 0.133
H 1.047 -0.929 -1.956 0.05 0.45 -0.10 0.125
H -1.875 1.533 -2.215 -0.49 0.20 1.30 0.083
H -2.723 2.419 -4.332 0.36 -0.48 -0.05 0.109
H -1.632 1.694 -6.428 0.24 -0.22 0.35 0.105
H 0.131 -0.088 -6.449 -0.09 0.32 0.28 0.108
H 0.950 -0.974 -4.351 -0.04 -0.11 0.40 0.112
H 0.669 0.517 4.840 -0.34 0.41 -0.08 0.108
H 1.915 -0.679 6.552 0.02 -0.14 -0.61 0.103
H 3.687 -2.362 5.880 0.12 0.15 0.18 0.096
H 4.341 -2.441 3.457 0.01 -0.57 -0.02 0.097
H 3.037 -1.323 1.776 -0.13 0.19 0.43 0.117
H -1.316 1.785 1.940 -0.26 -0.12 -0.14 0.108
H -1.705 4.196 2.387 -0.19 0.01 0.22 0.100
H 0.217 5.585 3.278 -0.31 0.32 -0.01 0.098
H 2.459 4.624 3.377 -0.47 -0.20 0.03 0.111
H 2.816 2.256 2.896 -0.06 -0.01 -0.29 0.125

=====

21
Properties=species:S:1:pos:R:3:forces:R:3:lowdin_charge:R:1 method="wB97M-V/def2-TZVPD" total_energy_ha=-420.53431 de_lowest_kcal_mol=31.1 orbital_gap_ev=9.6
C -1.671 1.605 0.093 0.58 0.85 0.53 -0.096
C -0.252 1.762 0.677 -0.72 -1.51 2.45 -0.189
C 0.225 0.420 1.241 1.43 1.35 -1.21 -0.313
C -0.163 -0.174 2.386 0.46 -1.56 0.62 -0.067
N 0.701 -1.258 2.556 -0.17 0.79 -0.34 0.044
C 1.608 -1.199 1.541 -0.26 -0.16 0.15 -0.204
N 1.377 -0.200 0.734 -1.03 0.00 0.29 0.094
H -1.542 1.126 -0.871 -0.72 0.02 -0.20 0.065
H -2.162 2.580 0.089 0.13 0.14 -0.86 0.063
H -2.344 1.064 0.772 0.58 -0.47 -0.27 0.073
H 0.536 2.228 0.092 -0.30 -0.09 -0.40 0.104
H -0.321 2.292 1.641 -0.10 0.67 -0.60 0.102
H -0.880 -0.037 3.175 -0.35 0.46 -0.31 0.115
H 0.639 -1.857 3.358 0.35 -0.30 -0.14 0.137
H 2.392 -1.916 1.394 0.15 -0.19 0.17 0.113
C 0.069 -1.071 -3.435 1.52 -1.46 -0.30 -0.160
O 0.564 -1.490 -2.149 -0.61 1.03 -0.24 -0.142
H -0.681 -0.294 -3.566 -0.51 -0.15 0.91 0.066
H 0.913 -0.712 -4.019 0.21 0.01 -0.27 0.067
H -0.201 -2.045 -3.857 -0.57 0.58 -0.40 0.079
H 1.195 -0.826 -1.851 -0.10 0.00 0.41 0.047

=====

49
Properties=species:S:1:pos:R:3:forces:R:3:lowdin_charge:R:1 method="wB97M-V/def2-TZVPD" charge=+2 total_energy_ha=-880.60674 de_lowest_kcal_mol=0.0 orbital_gap_ev="4.1 / 5.1"
C 1.047 1.940 -1.258 0.02 1.24 -0.75 -0.311
H 1.894 2.466 -0.787 -0.21 -0.07 -0.14 0.072
H 1.247 1.712 -2.310 0.09 0.09 0.34 0.059
H -0.090 -1.715 1.961 -0.33 -0.34 0.66 0.116
C -0.302 2.623 -1.022 0.47 0.36 -0.05 -0.377
H -0.630 3.119 -1.951 -0.01 -0.24 0.32 0.133
H -1.127 1.882 -0.843 0.04 -0.03 0.04 0.061
C -0.313 3.655 0.121 -0.14 0.02 -0.35 -0.086
H -1.299 4.134 0.164 0.25 -0.05 0.14 0.095
H -0.113 3.215 1.112 0.08 0.05 -0.16 0.039
H 0.441 4.431 -0.065 -0.20 -0.23 0.12 0.100
C -0.995 -2.032 -0.386 0.55 0.33 -0.72 -0.331
C -1.452 -1.006 -1.274 0.90 -0.62 -0.17 -0.325
C -0.393 -0.714 -2.190 0.07 -0.60 0.45 -0.315
C 0.765 -1.467 -1.793 -1.28 -0.18 0.22 -0.346
C 0.382 -2.307 -0.691 -0.79 0.60 -0.64 -0.345
C 1.295 -3.226 0.040 0.13 -0.49 0.05 -0.019
C 2.161 -1.199 -2.230 0.25 -0.48 -0.37 -0.023
C -0.538 0.128 -3.404 -0.06 0.35 -0.49 -0.014
C -2.806 -0.388 -1.266 -0.58 -0.04 -0.11 -0.015
C -1.880 -2.757 0.567 -0.22 -0.31 0.35 -0.025
La 0.461 0.138 0.142 1.23 0.88 -0.74 1.954
H 2.790 -2.082 -2.053 -0.02 0.35 -0.13 0.095
H 2.180 -0.967 -3.304 0.20 0.05 0.37 0.106
H 2.630 -0.337 -1.701 -0.10 -0.20 -0.13 0.081
H 1.848 -2.741 0.869 0.03 -0.15 -0.14 0.068
H 0.731 -4.070 0.465 0.31 0.20 -0.07 0.101
H 2.047 -3.626 -0.654 -0.14 0.00 0.39 0.104
H -2.216 -2.128 1.407 -0.11 -0.25 -0.07 0.071
H -2.794 -3.090 0.049 0.28 0.03 0.27 0.112
H -1.386 -3.648 0.979 -0.21 0.19 -0.05 0.094
H -3.076 -0.031 -2.269 0.00 -0.05 0.33 0.100
H -3.560 -1.122 -0.948 0.10 0.26 -0.13 0.095
H -2.880 0.473 -0.578 -0.08 -0.23 -0.22 0.079
H -0.593 1.201 -3.180 -0.04 -0.25 -0.22 0.068
H 0.302 -0.035 -4.091 -0.28 0.12 0.12 0.099
H -1.468 -0.139 -3.931 0.35 0.07 0.08 0.107
N 1.597 3.929 4.352 -0.71 -2.44 -0.81 0.262
C 1.281 2.854 4.007 0.56 1.92 0.75 -0.115
C 0.876 1.549 3.551 0.31 0.31 -0.08 -0.167
C 1.795 0.486 3.516 0.29 0.04 -0.01 0.054
C 1.438 -0.725 2.957 -1.46 -0.04 0.33 -0.030
N 0.132 -0.884 2.521 0.09 0.66 0.46 -0.022
C -0.831 0.124 2.594 0.84 -0.34 1.45 -0.094
C -0.443 1.359 3.096 -0.73 -0.59 -0.12 0.010
H 2.797 0.622 3.921 -0.19 -0.05 -0.15 0.161
H 2.061 -1.616 2.912 0.01 0.28 -0.06 0.153
H -1.848 -0.162 2.321 0.26 0.19 -0.10 0.151
H -1.165 2.174 3.173 0.16 -0.30 -0.06 0.161

=====

55
Properties=species:S:1:pos:R:3:forces:R:3:lowdin_charge:R:1 method="wB97M-V/def2-TZVPD" charge=-1 s_squared=6.081 total_energy_ha=-6299.18138 spin_multiplicity=5 de_lowest_kcal_mol=0.0 orbital_gap_ev="7.6 / 5.6"
Co 0.240 -0.009 -0.746 0.01 -0.02 -0.02 0.511
C -2.838 -2.609 1.096 0.01 -0.01 -0.01 -0.025
C -2.030 -1.877 0.060 -0.02 -0.02 -0.05 -0.228
N -1.425 -0.734 0.350 0.03 0.00 0.06 -0.024
N -1.696 -0.202 1.542 -0.03 -0.02 -0.01 -0.091
C -1.152 0.990 1.745 0.02 0.06 -0.02 -1.043
S -0.174 1.873 0.687 -0.03 -0.01 0.02 0.726
S -1.638 1.549 3.348 0.01 -0.03 -0.01 0.923
C -0.854 3.176 3.526 0.00 -0.01 -0.02 -0.458
C -1.800 4.321 3.292 -0.01 0.01 0.01 -0.297
C -2.008 4.824 2.011 -0.02 0.01 -0.01 -0.044
C -2.898 5.867 1.801 0.01 -0.01 -0.01 -0.084
C -3.593 6.421 2.868 -0.01 0.00 0.01 -0.106
C -3.392 5.926 4.148 -0.01 0.01 0.00 -0.097
C -2.501 4.883 4.355 0.02 0.00 0.00 -0.058
C -1.905 -2.414 -1.254 -0.01 0.00 0.04 -0.081
C -2.337 -3.740 -1.511 0.00 -0.02 -0.03 -0.041
C -2.273 -4.293 -2.756 -0.01 -0.01 0.03 -0.071
C -1.778 -3.543 -3.860 0.01 0.01 -0.01 -0.067
C -1.372 -2.266 -3.692 -0.02 -0.02 0.01 0.014
C -1.411 -1.635 -2.392 0.01 0.00 -0.02 -0.332
O -1.026 -0.447 -2.303 0.05 0.05 0.02 -0.026
H -3.066 -1.950 1.925 0.00 0.01 0.00 0.062
H -2.257 -3.452 1.480 0.00 0.00 0.00 0.097
H -3.762 -2.997 0.669 0.00 0.00 0.00 0.079
H -0.011 3.203 2.837 0.02 0.01 0.01 0.031
H -0.467 3.203 4.545 -0.01 -0.01 0.00 0.072
H -1.475 4.383 1.178 0.00 0.00 0.00 0.078
H -3.050 6.246 0.799 0.00 0.00 0.00 0.101
H -4.288 7.235 2.701 0.00 0.00 0.00 0.094
H -3.928 6.352 4.986 0.00 0.00 0.00 0.096
H -2.345 4.498 5.357 0.00 0.00 0.00 0.109
H -2.689 -4.344 -0.687 0.00 0.00 0.00 0.101
H -2.579 -5.321 -2.903 0.00 0.00 0.00 0.098
H -1.703 -4.013 -4.832 0.00 0.00 0.00 0.103
H -0.927 -1.678 -4.483 0.00 0.00 0.00 0.120
O 3.696 0.969 -3.542 0.02 -0.02 0.00 -0.270
As 2.588 -0.270 -2.896 0.02 0.02 0.03 0.888
O 1.950 -1.094 -4.139 -0.02 -0.03 -0.04 -0.459
O 1.681 0.699 -1.859 -0.01 0.01 0.02 -0.514
C 3.862 -1.279 -1.804 0.01 0.03 -0.02 -0.211
C 5.197 -1.204 -2.192 0.01 0.00 -0.01 -0.092
C 6.186 -1.872 -1.482 -0.01 -0.01 0.01 -0.088
C 5.853 -2.624 -0.367 -0.01 0.01 -0.01 -0.086
C 4.527 -2.712 0.029 0.01 -0.01 0.00 -0.064
C 3.542 -2.044 -0.684 -0.02 -0.01 0.02 -0.254
S 1.861 -2.228 -0.118 0.00 0.03 0.01 0.489
O 1.805 -3.463 0.619 0.00 0.00 0.00 -0.303
O 1.058 -2.165 -1.345 -0.02 -0.03 -0.03 -0.348
O 1.543 -1.026 0.685 -0.02 0.01 0.01 -0.360
H 3.530 1.754 -3.006 0.00 0.01 0.00 0.029
H 5.459 -0.606 -3.054 0.00 0.00 0.00 0.095
H 7.218 -1.802 -1.805 0.00 0.00 0.00 0.097
H 6.619 -3.148 0.190 0.00 0.00 0.00 0.098
H 4.235 -3.310 0.882 0.00 0.00 0.00 0.108

=====

63
Properties=species:S:1:pos:R:3:forces:R:3:lowdin_charge:R:1 method="wB97M-V/def2-TZVPD" charge=-1 s_squared=0.908 total_energy_ha=-3546.08457 spin_multiplicity=2 de_lowest_kcal_mol=25.4 orbital_gap_ev="6.5 / 6.3"
Co 0.029 -0.109 0.111 -0.06 -0.79 -0.58 0.484
C -1.321 0.257 3.543 -0.04 0.03 0.04 -0.025
C -2.274 0.061 2.397 0.12 -0.03 -0.02 -0.319
C -3.652 0.132 2.553 -0.03 -0.03 -0.13 -0.073
C -4.450 -0.065 1.422 0.10 0.04 0.01 -0.099
C -3.881 -0.322 0.194 0.02 -0.09 0.04 -0.034
C -2.469 -0.405 0.098 0.15 -0.10 -0.20 -0.403
N -1.720 -0.216 1.223 0.04 0.17 -0.19 0.101
N -1.715 -0.630 -0.996 -0.21 0.57 0.76 -0.059
Si -2.134 -1.548 -2.344 0.03 -0.08 -0.01 0.346
C -0.581 -1.916 -3.315 0.26 0.00 -0.11 -0.165
C -3.377 -0.811 -3.532 -0.17 0.17 -0.18 -0.175
C -2.882 -3.197 -1.795 -0.11 -0.24 0.13 -0.164
H -1.660 1.054 4.207 -0.01 -0.03 -0.01 0.074
H -0.332 0.502 3.158 -0.06 0.02 0.00 0.057
H -1.244 -0.664 4.128 0.02 0.02 -0.01 0.079
H -4.082 0.356 3.521 -0.01 -0.01 -0.02 0.091
H -5.529 0.014 1.506 0.00 -0.01 0.00 0.094
H -4.481 -0.426 -0.703 0.00 0.00 0.06 0.088
H -0.288 -1.051 -3.920 0.01 -0.12 0.07 0.010
H -0.714 -2.769 -3.991 0.00 0.07 0.05 0.026
H 0.244 -2.116 -2.624 -0.07 -0.02 -0.09 0.008
H -3.129 0.231 -3.759 -0.02 -0.10 0.00 0.020
H -4.396 -0.836 -3.130 0.06 0.01 -0.04 0.015
H -3.372 -1.375 -4.473 -0.06 0.05 0.03 0.026
H -2.385 -3.545 -0.880 -0.04 0.00 -0.11 0.003
H -2.795 -3.966 -2.572 -0.02 0.03 0.06 0.024
H -3.944 -3.086 -1.549 0.08 -0.02 -0.02 0.024
N 3.794 -0.727 -1.608 -0.05 -0.06 -0.01 0.166
C 2.657 -0.620 -0.870 0.07 0.08 -0.03 -0.504
O 1.591 -0.350 -1.411 -0.28 0.05 0.01 0.015
C 2.730 -0.877 0.602 0.15 -0.09 0.09 -0.210
C 1.596 -0.145 1.307 -0.17 0.34 0.35 -0.228
H 3.755 -0.456 -2.575 0.00 0.02 -0.01 0.106
H 4.685 -0.781 -1.152 0.01 0.02 0.01 0.091
H 3.739 -0.640 0.965 0.07 -0.02 0.02 0.099
H 2.612 -1.962 0.710 -0.01 0.01 0.00 0.105
H 1.882 0.896 1.494 0.03 -0.02 0.03 0.054
H 1.400 -0.620 2.274 0.05 -0.03 0.02 0.035
N -0.667 -5.947 -0.125 -0.04 0.15 -0.01 0.005
C 0.240 -4.831 -0.408 -0.03 -0.18 -0.02 -0.162
C -0.100 -3.633 0.454 -0.35 0.17 0.06 -0.516
O -0.719 -3.921 1.609 0.08 -0.12 -0.03 0.120
O 0.149 -2.512 0.123 0.38 -0.17 0.03 0.093
H -0.361 -6.792 -0.588 0.07 -0.03 0.06 0.075
H -1.588 -5.729 -0.494 0.00 -0.02 -0.04 0.073
H -0.870 -4.885 1.605 -0.02 0.02 0.02 0.093
H 0.248 -4.490 -1.444 -0.02 0.05 -0.04 0.119
H 1.257 -5.121 -0.137 0.03 -0.07 -0.05 0.130
Cl -1.787 2.918 -6.550 0.03 0.01 0.11 0.592
C -1.318 2.936 -4.854 -0.02 0.01 -0.02 -0.673
C -0.753 1.805 -4.296 0.02 -0.02 0.04 -0.126
C -0.398 1.818 -2.950 -0.01 -0.06 -0.04 -0.019
C -0.572 2.960 -2.179 -0.18 0.04 -0.12 -0.111
C -1.131 4.087 -2.772 -0.01 0.02 -0.10 -0.025
C -1.522 4.083 -4.104 0.02 0.02 0.01 -0.118
C -0.150 3.028 -0.712 0.41 -0.10 0.02 -0.620
O 0.107 4.159 -0.276 -0.19 -0.03 0.06 -0.018
O -0.057 1.933 -0.094 -0.01 0.40 0.01 -0.058
H -0.605 0.922 -4.907 -0.01 0.03 0.03 0.088
H 0.022 0.933 -2.492 -0.01 0.04 -0.01 0.074
H -1.241 4.976 -2.164 0.00 -0.01 0.00 0.111
H -1.967 4.957 -4.564 0.00 -0.01 0.02 0.093

=====

66
Properties=species:S:1:pos:R:3:forces:R:3:lowdin_charge:R:1 method="wB97M-V/def2-TZVPD" charge=+1 total_energy_ha=-1943.84656 de_lowest_kcal_mol=11.4 orbital_gap_ev=5.7
Pt 1.025 -1.288 0.788 0.01 0.01 0.06 1.287
C 3.565 3.662 0.738 0.00 0.00 0.00 -0.049
C 2.705 3.049 -0.163 0.00 0.00 0.00 -0.044
C 2.440 1.694 -0.060 0.00 -0.01 0.00 -0.023
C 3.068 0.967 0.943 0.00 -0.01 0.01 -0.240
C 3.944 1.563 1.845 0.00 0.01 0.00 -0.010
C 4.181 2.921 1.741 0.00 0.00 0.00 -0.053
N 2.800 -0.434 1.037 0.01 -0.03 -0.02 -0.117
N 3.772 -1.153 1.367 -0.02 0.02 0.00 0.134
C 3.448 -2.513 1.450 0.00 0.02 0.00 -0.288
C 4.409 -3.445 1.781 -0.01 0.00 0.00 0.034
C 4.032 -4.780 1.827 0.00 0.00 0.00 -0.015
C 2.721 -5.128 1.544 0.00 0.00 0.00 -0.010
C 1.807 -4.138 1.219 0.00 0.00 0.00 -0.067
N 2.176 -2.859 1.174 0.01 -0.02 0.00 -0.070
H 3.754 4.724 0.664 0.00 0.00 0.00 0.115
H 2.233 3.628 -0.945 0.00 0.00 0.00 0.117
H 1.771 1.202 -0.752 0.00 0.01 0.00 0.093
H 4.407 0.970 2.620 0.00 0.00 0.00 0.115
H 4.843 3.405 2.445 0.00 0.00 0.00 0.115
H 5.416 -3.114 1.991 0.00 0.00 0.00 0.130
H 4.757 -5.540 2.083 0.00 0.00 0.00 0.125
H 2.396 -6.158 1.575 0.00 0.00 0.00 0.123
H 0.767 -4.335 0.996 0.00 0.00 0.00 0.120
O -0.121 0.313 0.381 -0.02 0.00 0.01 -0.245
C -0.547 1.129 1.262 0.02 0.02 -0.01 -0.160
C -1.474 2.136 1.029 0.02 0.01 0.00 -0.106
C -1.806 2.955 2.144 0.00 0.00 0.00 0.048
C -2.717 3.944 2.016 0.01 0.00 0.00 -0.150
C -3.368 4.198 0.773 0.00 0.00 0.00 0.014
C -3.081 3.445 -0.311 0.02 0.01 0.00 0.005
C -2.113 2.360 -0.273 -0.05 -0.04 0.02 -0.354
O -1.877 1.673 -1.277 -0.01 0.01 0.00 0.002
N -3.044 4.770 3.175 -0.01 -0.02 0.00 -0.363
O -3.877 5.642 3.022 0.00 0.01 0.00 0.081
O -2.469 4.537 4.222 0.01 0.01 0.00 0.069
H -0.155 1.042 2.281 0.00 -0.01 0.00 0.135
H -1.335 2.789 3.105 0.00 0.00 0.00 0.131
H -4.085 5.005 0.726 0.00 0.00 0.00 0.122
H -3.558 3.634 -1.265 0.00 0.00 0.00 0.117
C -3.133 -0.609 -3.001 0.00 0.03 0.00 0.037
N -2.821 -1.010 -1.643 -0.01 -0.04 0.01 -0.034
N -1.649 -1.613 -1.286 0.00 0.00 -0.01 0.075
C -1.688 -1.867 0.049 0.01 0.02 0.00 -0.400
O -0.668 -2.378 0.678 0.01 0.01 -0.02 -0.213
C -2.938 -1.473 0.518 0.01 0.00 0.00 0.083
C -3.607 -0.929 -0.566 0.00 0.01 -0.01 -0.238
C -4.953 -0.305 -0.638 0.00 0.00 0.01 0.016
C -0.482 -1.651 -2.110 0.00 -0.01 -0.01 -0.222
C 0.113 -0.463 -2.514 0.01 0.00 -0.01 -0.038
C 1.276 -0.528 -3.267 -0.01 0.00 0.00 -0.058
C 1.840 -1.758 -3.584 0.00 -0.01 0.00 -0.066
C 1.235 -2.935 -3.165 0.00 0.00 0.00 -0.065
C 0.059 -2.886 -2.430 0.00 0.00 0.01 -0.010
H -2.216 -0.543 -3.576 0.00 -0.01 0.00 0.092
H -3.581 0.381 -2.967 0.01 0.01 -0.01 0.098
H -3.808 -1.326 -3.468 0.00 0.00 0.00 0.107
H -3.288 -1.540 1.533 -0.01 0.00 0.00 0.130
H -5.420 -0.322 0.343 0.00 0.00 0.00 0.094
H -5.601 -0.832 -1.339 0.00 0.01 -0.01 0.097
H -4.868 0.734 -0.963 0.00 0.00 0.00 0.089
H -0.341 0.477 -2.219 0.00 -0.01 0.00 0.097
H 1.748 0.386 -3.604 0.00 0.00 0.00 0.114
H 2.749 -1.799 -4.169 0.00 0.00 0.00 0.111
H 1.668 -3.892 -3.424 0.00 0.00 0.00 0.110
H -0.437 -3.790 -2.103 0.00 0.00 0.00 0.126